No. 1
Entry from OMol25: a 2-piece molecular cluster, C5H10O5 overall at a distorted geometry (wB97M-V/def2-TZVPD).

XYZ file:
```
20
Properties=species:S:1:pos:R:3:forces:R:3:mulliken_charge:R:1
O -4.437 1.792 -0.513 -0.577 0.458 -1.253 -0.69
H -4.338 2.196 -1.405 -0.187 -0.443 1.038 0.27
H -3.758 1.080 -0.487 -1.082 1.039 -0.034 0.50
O -2.402 0.580 -0.265 3.144 -0.347 -0.471 -0.56
O 0.987 -2.610 2.495 -3.667 1.684 -2.932 -0.53
O -0.271 1.363 -0.492 -0.844 -0.739 -0.619 -0.38
O 0.529 -1.491 0.533 -0.784 -0.873 0.522 -0.18
C -1.279 0.475 -0.715 0.333 -0.694 1.466 0.20
C 0.143 -2.159 1.672 4.336 -1.019 1.777 0.15
C 1.085 0.985 -0.919 -0.302 1.128 0.221 -0.42
C 1.888 -1.072 0.325 0.933 0.449 1.154 -0.50
C 1.873 0.436 0.277 0.179 0.273 -0.552 -0.54
H -0.943 -0.493 -1.138 -0.015 0.563 -0.500 0.34
H -0.961 -2.234 1.730 0.617 0.004 -0.024 0.35
H 1.551 1.947 -1.209 -0.466 -0.477 -0.026 0.30
H 1.033 0.351 -1.825 0.085 0.027 0.616 0.35
H 2.557 -1.352 1.161 -0.640 -0.372 -0.364 0.34
H 2.350 -1.437 -0.613 -0.820 -0.347 0.388 0.31
H 1.464 0.884 1.204 0.200 -0.275 -0.447 0.29
H 2.927 0.761 0.183 -0.443 -0.040 0.040 0.39
```
Positions in Å, forces in eV/Å.

E_HOMO   -9.93 eV
Gap between HOMO and LUMO   10.401 eV
Net charge   0
Energy above the lowest of the compared OMol25 structures with the same formula, charge and spin   1.816 eV

***

No. 2
Entry from OMol25: a 3-piece molecular cluster, C3H4O3 overall at a distorted geometry (wB97M-V/def2-TZVPD).

XYZ file:
```
10
Properties=species:S:1:pos:R:3:forces:R:3:mulliken_charge:R:1
O 2.717 -0.044 -0.326 -1.195 0.014 0.067 -0.18
C 1.581 -0.025 -0.284 1.531 -0.025 -0.201 0.11
O 0.667 2.297 0.014 -0.657 0.201 -0.014 -0.38
C -0.506 2.037 -0.054 0.296 0.259 0.063 -0.04
C -0.570 -2.021 0.206 0.280 -0.269 -0.062 0.00
O 0.580 -2.322 0.020 -0.652 -0.179 0.169 -0.38
H -1.263 2.720 0.365 -0.041 0.017 -0.030 0.27
H -0.893 1.111 -0.529 0.239 0.102 0.062 0.19
H -0.879 -1.033 0.607 0.228 -0.105 -0.084 0.15
H -1.387 -2.726 -0.019 -0.029 -0.016 0.030 0.27
```
Positions in Å, forces in eV/Å.

E_HOMO   -10.34 eV
Gap between HOMO and LUMO   10.893 eV
Net charge   0
Energy above the lowest of the compared OMol25 structures with the same formula, charge and spin   2.870 eV

***

No. 3
Entry from OMol25: one molecule with the formula C4H9OP at a distorted geometry (wB97M-V/def2-TZVPD).

XYZ file:
```
15
Properties=species:S:1:pos:R:3:forces:R:3:mulliken_charge:R:1
C -2.669 -0.196 0.342 -0.586 0.996 -0.232 -0.95
C 2.678 -0.532 0.127 0.288 -1.410 0.986 -0.72
C -1.408 -0.349 -0.448 2.885 -2.599 1.916 -0.57
C 1.949 0.763 0.235 1.035 0.104 1.114 -0.33
O -0.338 2.171 -0.055 -0.174 2.013 0.884 -0.57
P 0.231 0.819 -0.130 -3.033 -1.906 -3.519 0.44
H -3.035 0.862 0.359 0.350 -0.807 -0.431 0.27
H -2.398 -0.371 1.335 -0.091 -0.622 1.835 0.29
H -3.508 -0.859 0.052 0.611 0.256 -0.042 0.34
H 3.230 -0.563 -0.845 -0.727 -0.288 0.292 0.25
H 3.569 -0.677 0.869 -1.816 0.291 -0.897 0.27
H 1.883 -1.441 0.257 2.243 2.049 -0.502 0.22
H -1.487 -0.030 -1.403 -0.355 1.583 -3.048 0.36
H -0.954 -1.398 -0.675 -1.087 1.331 1.138 0.32
H 2.257 1.801 -0.020 0.458 -0.990 0.507 0.37
```
Positions in Å, forces in eV/Å.

E_HOMO (spin up / spin down)   -5.83 / -9.87 eV
<S²>   2.010
Gap between HOMO and LUMO (spin up / spin down)   6.261 / 8.279 eV
2S+1   3
Net charge   0
Energy above the lowest of the compared OMol25 structures with the same formula, charge and spin   1.740 eV

***

No. 4
Entry from OMol25: C32H34AsN3O8SW as an isolated structure at a distorted geometry (wB97M-V/def2-TZVPD).

XYZ file:
```
80
Properties=species:S:1:pos:R:3:forces:R:3:mulliken_charge:R:1
W -0.121 -0.314 0.410 0.156 1.244 1.217 1.76
C -3.481 1.234 2.398 0.045 -0.021 0.069 -1.69
C -3.161 0.411 1.201 0.013 -0.480 -0.043 0.64
C -2.235 0.847 0.124 -0.036 0.004 0.082 -0.63
C -2.719 0.502 -1.220 -0.084 -0.114 -0.069 0.54
C -2.591 1.499 -2.321 -0.001 -0.005 -0.013 -1.59
C -3.438 -0.650 -1.381 0.018 0.079 -0.016 -0.47
C -3.959 -1.351 -0.262 0.008 0.012 0.069 0.75
C -4.766 -2.579 -0.448 0.000 0.024 0.037 -1.62
C -3.862 -0.754 1.008 -0.021 0.039 -0.009 -0.67
H -4.526 1.543 2.280 0.009 -0.004 0.013 0.50
H -2.904 2.144 2.490 0.136 0.078 0.015 0.36
H -3.450 0.654 3.322 0.028 0.019 0.004 0.43
H -1.930 1.891 0.206 -0.018 0.056 0.015 0.86
H -3.426 2.199 -2.186 0.016 -0.007 0.006 0.47
H -2.710 1.057 -3.309 0.008 0.018 0.052 0.41
H -1.684 2.102 -2.274 0.005 -0.016 -0.011 0.36
H -3.768 -0.949 -2.370 0.000 0.007 -0.006 0.61
H -5.818 -2.346 -0.242 -0.008 -0.004 -0.008 0.44
H -4.484 -3.340 0.284 0.005 -0.004 -0.005 0.38
H -4.702 -2.979 -1.457 -0.005 -0.005 -0.010 0.44
H -4.480 -1.143 1.810 -0.006 -0.006 -0.013 0.63
O 4.079 4.994 -1.425 -0.019 0.008 -0.056 -0.49
C 4.178 4.517 -0.118 0.053 0.042 0.034 -0.52
C 3.194 3.411 0.055 -0.032 -0.056 0.030 -0.18
C 3.012 2.759 1.280 0.054 0.043 -0.029 -1.36
C 2.084 1.764 1.388 -0.016 -0.084 -0.006 -0.13
N 1.299 1.348 0.350 0.360 0.043 -0.266 0.55
C 1.536 1.930 -0.863 -0.108 0.003 -0.103 0.22
C 2.437 2.959 -1.024 -0.109 -0.056 -0.003 -0.88
C 0.841 1.302 -1.997 0.107 0.024 0.066 0.76
C 1.071 1.669 -3.308 0.008 -0.047 0.082 -0.61
C 0.566 0.911 -4.362 0.012 -0.022 0.033 0.55
C 0.946 1.226 -5.787 -0.037 0.064 -0.046 -1.40
O 2.163 0.535 -5.948 0.021 -0.049 0.016 -0.54
C -0.191 -0.205 -4.032 0.032 0.048 -0.040 -1.35
C -0.447 -0.489 -2.713 -0.115 -0.179 0.103 0.01
N 0.046 0.241 -1.687 -0.011 0.064 -0.175 0.36
H 4.708 5.710 -1.580 -0.012 -0.033 0.024 0.35
H 3.961 5.287 0.636 0.021 -0.002 -0.002 0.39
H 5.175 4.114 0.114 -0.005 0.016 0.028 0.41
H 3.598 3.026 2.151 0.006 0.002 -0.003 0.58
H 1.946 1.261 2.330 0.057 -0.034 -0.021 0.61
H 2.602 3.420 -1.985 0.003 0.026 -0.022 0.80
H 1.693 2.523 -3.529 0.030 0.013 -0.005 0.58
H 1.058 2.307 -5.912 0.001 -0.005 -0.012 0.42
H 0.166 0.878 -6.469 0.005 -0.020 0.005 0.43
H 2.443 0.561 -6.873 0.000 0.028 0.012 0.38
H -0.595 -0.855 -4.798 -0.003 0.006 -0.008 0.55
H -1.090 -1.309 -2.451 0.093 0.041 -0.004 0.39
O -0.866 -2.831 -0.965 -0.010 -0.495 -0.188 -0.58
As -0.774 -3.544 0.632 0.241 0.136 -0.112 1.19
O -2.009 -4.468 1.007 -0.088 0.096 0.170 -0.58
O -0.975 -1.663 1.201 0.360 -0.240 -0.875 -0.51
C 1.005 -4.054 1.139 -0.469 -0.335 0.139 -0.24
C 1.013 -5.393 1.507 -0.231 -0.019 -0.033 -0.89
C 2.212 -6.038 1.832 0.134 0.076 -0.002 -0.75
C 3.404 -5.345 1.796 -0.115 0.045 -0.028 -0.82
C 3.407 -3.988 1.449 0.179 -0.056 0.053 -0.43
C 2.223 -3.355 1.131 0.209 0.494 -0.136 0.86
S 2.321 -1.648 0.796 -0.371 -0.400 0.164 1.55
O 3.635 -1.166 0.682 -0.039 -0.021 -0.024 -0.59
O 1.408 -0.914 1.773 0.037 0.100 0.104 -0.52
O 1.396 -1.390 -0.420 -0.230 -0.105 -0.254 -0.70
H -1.301 -3.428 -1.600 0.088 -0.037 0.058 0.41
H 0.090 -5.962 1.540 -0.019 0.031 -0.006 0.55
H 2.187 -7.084 2.108 0.012 -0.007 0.006 0.47
H 4.338 -5.835 2.039 0.007 -0.002 -0.003 0.47
H 4.337 -3.433 1.434 -0.009 0.005 -0.002 0.58
C -0.493 1.975 4.835 0.002 0.008 -0.041 -0.60
C -0.408 2.736 3.674 -0.108 -0.005 0.058 -0.87
C -0.406 2.107 2.453 -0.109 0.062 -0.273 -0.29
N -0.459 0.758 2.309 0.034 0.091 0.343 1.36
C -0.552 0.028 3.451 -0.039 -0.153 -0.150 -0.27
C -0.581 0.597 4.706 0.017 0.003 -0.009 -1.02
H -0.491 2.443 5.811 -0.008 0.007 -0.004 0.54
H -0.352 3.816 3.709 -0.006 -0.003 -0.003 0.57
H -0.326 2.701 1.553 -0.112 -0.051 0.020 0.25
H -0.594 -1.042 3.341 -0.026 -0.017 0.027 0.48
H -0.658 -0.049 5.570 -0.001 -0.005 -0.003 0.55
```
Positions in Å, forces in eV/Å.

E_HOMO   -19.58 eV
Gap between HOMO and LUMO   5.575 eV
Net charge   +4
Energy above the lowest of the compared OMol25 structures with the same formula, charge and spin   0.000 eV

***

No. 5
Entry from OMol25: C36H50CsN4O2SSe as an isolated structure at a distorted geometry (wB97M-V/def2-TZVPD).

XYZ file:
```
95
Properties=species:S:1:pos:R:3:forces:R:3:mulliken_charge:R:1
Cs 0.844 1.805 -2.022 1.856 2.308 -2.755 1.34
C -4.921 -2.796 1.795 0.017 -0.018 -0.031 -1.56
C -4.787 -1.294 2.091 0.030 0.010 -0.027 2.07
C -6.182 -0.653 2.053 -0.016 0.034 -0.015 -1.76
C -4.237 -1.141 3.510 0.029 0.022 0.028 -1.72
C -3.872 -0.638 1.053 0.013 0.012 -0.004 -0.73
C -2.654 -0.051 1.367 0.038 0.011 -0.065 0.03
C -1.843 0.499 0.382 -0.020 0.010 0.054 -0.72
Se -0.111 1.209 0.847 -0.492 -0.409 1.452 -0.03
C 0.846 -0.456 1.052 -0.002 -0.028 0.038 -0.45
C 0.552 -1.283 2.130 0.023 0.024 -0.089 0.27
C 1.150 -2.527 2.272 -0.005 0.013 -0.020 -0.80
C 2.072 -2.892 1.285 0.018 0.017 -0.072 -0.22
C 2.412 -2.094 0.202 0.019 -0.016 -0.033 -0.17
C 1.799 -0.800 0.056 0.054 0.015 0.025 0.95
O 2.071 0.019 -0.912 1.085 -1.747 1.229 -1.45
C 3.405 -2.577 -0.865 -0.025 0.054 0.008 2.47
C 3.942 -3.982 -0.582 -0.004 -0.025 0.042 -2.32
C 4.614 -1.629 -0.936 0.011 0.036 0.017 -1.52
C 2.709 -2.616 -2.236 -0.027 0.016 -0.020 -1.74
C 0.820 -3.495 3.412 -0.001 0.027 -0.021 2.23
C 2.092 -3.856 4.193 0.034 0.017 0.004 -1.79
C 0.203 -4.782 2.842 -0.002 -0.004 -0.043 -1.62
C -0.184 -2.890 4.395 -0.026 0.034 0.018 -1.98
C -2.213 0.548 -0.989 0.019 0.043 -0.021 1.15
O -1.440 1.106 -1.860 -2.456 -0.783 0.353 -1.37
C -3.475 -0.065 -1.312 -0.018 -0.025 -0.017 -0.22
C -4.237 -0.629 -0.300 0.006 0.036 -0.073 0.05
C -3.936 -0.086 -2.774 0.060 0.004 0.016 2.24
C -4.119 1.354 -3.282 -0.005 0.022 0.016 -1.71
C -5.268 -0.816 -2.965 -0.036 -0.018 0.033 -2.23
C -2.886 -0.807 -3.637 0.025 -0.006 -0.018 -1.62
H -5.566 -3.285 2.535 0.038 0.038 -0.048 0.48
H -3.938 -3.275 1.819 -0.053 0.015 0.002 0.22
H -5.349 -2.966 0.803 0.029 0.009 0.052 0.29
H -6.841 -1.116 2.797 0.034 0.021 -0.040 0.45
H -6.648 -0.769 1.071 0.030 0.010 0.056 0.31
H -6.114 0.417 2.266 -0.013 -0.056 -0.009 0.36
H -4.922 -1.611 4.223 0.027 0.019 -0.021 0.48
H -4.129 -0.088 3.784 -0.004 -0.065 -0.009 0.38
H -3.261 -1.622 3.614 -0.063 0.031 -0.004 0.01
H -2.302 -0.016 2.390 -0.006 0.001 -0.024 0.44
H -0.175 -0.931 2.850 0.016 -0.006 -0.018 0.27
H 2.542 -3.865 1.374 -0.004 0.021 -0.022 0.25
H 4.489 -4.026 0.366 -0.033 -0.004 -0.049 0.38
H 4.632 -4.268 -1.382 -0.028 0.006 0.037 0.46
H 3.139 -4.724 -0.551 0.043 0.032 0.004 0.42
H 5.109 -1.573 0.040 -0.022 -0.009 -0.064 0.34
H 4.287 -0.630 -1.225 0.019 -0.071 0.015 0.11
H 5.341 -1.993 -1.672 -0.051 0.022 0.044 0.48
H 1.868 -3.316 -2.211 0.044 0.021 -0.009 0.36
H 3.412 -2.947 -3.010 -0.032 0.016 0.042 0.43
H 2.328 -1.628 -2.495 0.025 -0.064 0.027 0.30
H 2.835 -4.332 3.547 -0.044 0.032 0.035 0.31
H 1.860 -4.548 5.011 0.013 0.032 -0.043 0.46
H 2.545 -2.955 4.617 -0.016 -0.052 -0.016 0.36
H 0.896 -5.283 2.160 -0.041 0.029 0.035 0.31
H -0.707 -4.549 2.282 0.042 -0.022 0.028 0.27
H -0.051 -5.482 3.646 0.023 0.048 -0.046 0.48
H 0.202 -1.971 4.845 -0.028 -0.054 -0.020 0.39
H -0.389 -3.604 5.198 0.005 0.029 -0.023 0.47
H -1.132 -2.656 3.902 0.064 -0.018 0.028 0.09
H -5.183 -1.089 -0.566 0.037 0.006 -0.015 0.27
H -4.894 1.863 -2.699 0.037 -0.030 -0.041 0.32
H -4.428 1.350 -4.335 0.027 -0.004 0.070 0.44
H -3.188 1.910 -3.183 -0.019 -0.017 0.000 0.31
H -6.079 -0.335 -2.409 0.038 -0.032 -0.032 0.36
H -5.205 -1.863 -2.651 -0.010 0.053 -0.009 0.38
H -5.533 -0.799 -4.027 0.003 -0.004 0.046 0.46
H -1.923 -0.303 -3.560 -0.080 -0.039 0.003 0.26
H -3.204 -0.822 -4.687 0.006 -0.001 0.053 0.45
H -2.765 -1.841 -3.298 -0.017 0.040 -0.027 0.33
C 4.048 6.972 -1.549 0.042 -0.103 0.022 -1.40
C 3.376 5.623 -1.464 0.339 -0.047 0.115 0.59
N 2.163 5.367 -1.743 -0.370 -0.018 -0.055 -0.21
N 1.353 6.371 -2.151 -0.209 -0.296 0.004 -0.06
C 0.032 6.166 -2.472 0.113 -0.020 0.038 0.08
N -0.544 7.330 -2.918 -0.116 0.049 -0.004 -0.43
S -0.801 4.751 -2.398 0.008 0.408 -0.015 -0.29
C 4.214 4.470 -0.991 -0.161 0.096 -0.078 0.66
C 5.555 4.641 -0.680 0.266 0.052 0.059 -0.55
C 6.284 3.544 -0.233 0.000 0.082 -0.026 -0.62
C 5.654 2.323 -0.106 0.000 -0.013 0.016 -0.72
C 4.303 2.244 -0.439 -0.128 -0.024 0.008 -0.31
N 3.610 3.290 -0.875 -0.077 -0.115 0.071 0.03
H 3.401 7.774 -1.891 -0.013 0.047 -0.011 0.34
H 4.892 6.924 -2.238 0.000 0.011 0.012 0.29
H 4.434 7.262 -0.571 0.002 -0.003 -0.010 0.30
H 1.714 7.301 -2.260 0.122 0.160 -0.064 0.19
H -0.169 8.216 -2.613 -0.022 -0.021 0.023 0.18
H -1.548 7.280 -2.970 -0.009 0.016 -0.030 0.26
H 6.039 5.605 -0.777 -0.014 -0.069 0.010 0.26
H 7.333 3.655 0.014 0.003 0.003 0.000 0.39
H 6.183 1.444 0.241 -0.041 0.021 -0.014 0.48
H 3.741 1.311 -0.359 0.031 0.116 -0.066 0.51
```
Positions in Å, forces in eV/Å.

E_HOMO   -3.66 eV
Gap between HOMO and LUMO   5.239 eV
Net charge   -1
Energy above the lowest of the compared OMol25 structures with the same formula, charge and spin   0.399 eV

***

No. 6
Entry from OMol25: a 2-piece molecular cluster, C2H2IN3O overall at a distorted geometry (wB97M-V/def2-TZVPD).

XYZ file:
```
9
Properties=species:S:1:pos:R:3:forces:R:3:mulliken_charge:R:1
C 0.289 -0.569 -0.309 0.083 -0.948 -0.188 -0.27
C -0.316 1.369 1.380 0.580 1.755 -2.192 0.76
N 0.030 -0.731 -1.474 -0.416 0.450 0.698 0.56
N -0.474 0.752 2.382 -1.199 0.323 1.385 -0.52
N -0.105 -0.432 -2.639 2.414 1.522 -0.323 -0.77
O -0.192 2.067 0.450 -0.328 -0.033 0.585 -0.42
I 1.601 -1.680 0.801 0.092 -0.251 -0.050 0.16
H 0.027 -0.058 2.586 0.736 -1.422 0.509 0.25
H -0.861 -0.719 -3.177 -1.961 -1.396 -0.424 0.25
```
Positions in Å, forces in eV/Å.

E_HOMO   -9.13 eV
Gap between HOMO and LUMO   8.334 eV
Net charge   0
Energy above the lowest of the compared OMol25 structures with the same formula, charge and spin   1.574 eV